Below is a cluster of 20 separate species, C92H215N9O20 in total in a non-equilibrium geometry, with properties calculated with ωB97M-V/def2-TZVPD.

Its LUMO energy is 0.016 Eh. The HOMO-LUMO gap comes out at 0.314 Ha. The HOMO energy comes out at -8.114 eV. Its net charge is 0. Its spin multiplicity is 1.

Geometry as XYZ:
```
336
C92H215N9O20, DFT ωB97M-V/def2-TZVPD
C -0.25637 -6.86493 -0.77343
O -1.41380 -7.68089 -0.65676
H 0.59863 -7.39978 -1.17940
H -0.40521 -6.03577 -1.46143
H 0.00531 -6.55081 0.25288
H -2.08709 -7.49200 -1.30764
C 3.39589 -5.60105 -1.54550
O 2.91757 -5.15930 -0.25417
H 3.22353 -4.88640 -2.37254
H 4.43137 -5.97536 -1.48723
H 2.82466 -6.52091 -1.72939
H 3.42725 -4.36624 0.07394
C -0.33489 4.56571 0.78941
O -0.98307 4.67432 -0.48337
H 0.57353 4.01823 0.57650
H -0.01271 5.58161 1.02383
H -0.85434 4.04916 1.60508
H -1.92343 4.97747 -0.34985
C -3.29387 -4.28710 -0.49437
O -3.78405 -5.07939 -1.59404
H -3.02387 -3.25603 -0.71819
H -4.05146 -4.32720 0.30116
H -2.45980 -4.84604 -0.07408
H -4.71993 -4.90281 -1.42138
C 2.98550 2.56305 0.30414
O 4.17081 2.95969 0.99113
H 3.30985 2.05360 -0.60811
H 2.34061 1.91859 0.90964
H 2.48522 3.45123 -0.03183
H 3.93790 3.50433 1.77797
C -4.60402 0.84231 3.70039
O -5.04941 0.24064 2.50094
H -5.34672 1.61343 3.86258
H -4.46282 0.15326 4.54311
H -3.67991 1.38758 3.47655
H -4.69052 -0.67907 2.47351
C -5.17051 -3.17148 3.40193
O -4.44936 -2.33293 2.49993
H -4.61431 -4.12163 3.39820
H -5.08683 -2.73282 4.41057
H -6.22522 -3.32113 3.16118
H -4.38360 -2.73326 1.62305
C -6.42132 -2.88061 -2.46009
O -5.91458 -2.98043 -1.18267
H -5.68340 -2.41636 -3.12815
H -6.58940 -3.89058 -2.91966
H -7.35350 -2.29086 -2.59136
H -6.27312 -2.33104 -0.55848
C 5.24885 -3.04383 1.62345
O 4.11737 -2.84468 0.72343
H 4.97791 -2.60180 2.58897
H 5.45893 -4.09851 1.76610
H 6.06567 -2.50210 1.18224
H 3.30628 -2.81634 1.23640
C 2.21709 -7.83040 1.98955
O 1.86406 -6.48858 1.91701
H 3.08013 -8.09881 1.40771
H 2.37912 -8.06797 3.02693
H 1.38668 -8.47169 1.67613
H 2.05949 -6.17640 1.00877
C -6.80096 0.23943 -0.73270
O -6.67935 -0.88586 0.14414
H -7.45768 0.98406 -0.31801
H -5.79865 0.70811 -0.83260
H -7.23633 -0.05603 -1.69242
H -6.31840 -0.59938 1.00767
C -1.38739 1.04874 0.91421
C -1.63985 -0.21020 0.11487
C -0.96623 -0.27229 -1.28628
C 0.55518 -0.44282 -1.23461
C 0.65581 -1.85182 -0.59147
C 0.22887 -1.84720 0.91649
N -1.19272 -1.42071 0.89318
O -1.72530 -1.36362 2.21978
C 0.30781 -3.26370 1.55893
C 1.16471 -0.98205 1.72907
C -3.15711 -0.32315 -0.08748
H -1.88024 0.94904 1.88899
H -1.84419 1.91205 0.42736
H -0.32155 1.28064 1.04202
H -1.43396 -1.11923 -1.76521
H -1.22590 0.62938 -1.81073
H 1.03574 0.28638 -0.58614
H 0.97304 -0.65760 -2.21391
H 1.63398 -2.37499 -0.70793
H -0.01358 -2.54840 -1.10437
H -0.35502 -3.96279 1.06094
H 1.30195 -3.63442 1.39513
H 0.09308 -3.25150 2.63428
H 1.33927 0.03546 1.38149
H 0.86605 -0.89164 2.79597
H 2.11175 -1.51539 1.85120
H -3.56464 0.45645 -0.71725
H -3.63840 -0.16902 0.90072
H -3.50703 -1.29464 -0.43634
H -2.25845 -2.16467 2.33363
C 2.97352 -3.56117 4.23322
C 2.04530 -3.66725 5.42886
C 1.58708 -2.25909 5.93012
C 0.37238 -2.23528 6.83956
C -0.73977 -2.82436 5.98682
C -0.48013 -4.29519 5.57534
N 0.81896 -4.33257 4.85318
O 1.06158 -5.70918 4.54538
C -0.54298 -5.21269 6.80598
C -1.58668 -4.66198 4.58790
C 2.63247 -4.52151 6.55690
H 2.44736 -3.02473 3.45317
H 3.21833 -4.57661 3.86624
H 3.87269 -2.97493 4.45634
H 2.44567 -1.86962 6.45656
H 1.37108 -1.65924 5.05316
H 0.30607 -1.20313 7.19506
H 0.52985 -2.94280 7.67056
H -0.82666 -2.26420 5.02243
H -1.76095 -2.75561 6.36236
H 0.22349 -4.96521 7.52516
H -1.49711 -5.19685 7.34210
H -0.43784 -6.25408 6.54841
H -1.61997 -3.85461 3.87121
H -1.38889 -5.52916 4.00178
H -2.53329 -4.80834 5.12762
H 3.41341 -3.92767 7.07418
H 3.10650 -5.44204 6.15405
H 1.90771 -4.83936 7.31618
H 1.23081 -5.72434 3.57496
C -1.82561 -3.50141 -3.30497
C -0.93315 -4.26670 -4.36614
C 0.59428 -4.02557 -4.02735
C 1.46520 -4.90017 -4.95091
C 1.11567 -6.33338 -4.43343
C -0.31631 -6.75590 -4.85233
N -1.18029 -5.76680 -4.14188
O -2.57061 -6.11573 -4.29046
C -0.66603 -6.75795 -6.35053
C -0.56905 -8.18555 -4.22957
C -1.38466 -3.72021 -5.67194
H -1.76728 -3.84598 -2.26827
H -2.85013 -3.65802 -3.68199
H -1.55509 -2.45687 -3.30323
H 0.82054 -2.94377 -4.02550
H 0.63505 -4.26159 -2.98663
H 2.50076 -4.60981 -4.87728
H 1.21660 -4.79677 -5.99168
H 1.13250 -6.37961 -3.32345
H 1.84640 -7.05796 -4.81585
H -0.48343 -5.81788 -6.92289
H -0.01060 -7.42379 -6.92284
H -1.69993 -7.01140 -6.47636
H -0.44345 -7.98695 -3.16960
H -1.53811 -8.64406 -4.43655
H 0.20047 -8.88844 -4.48711
H -1.57376 -2.66350 -5.57104
H -2.33811 -4.13489 -5.99229
H -0.67648 -3.88986 -6.47985
H -2.88120 -6.01388 -3.38158
C -2.67731 1.90150 7.96158
C -1.41207 2.10320 7.03651
C -1.55062 0.99625 5.91308
C -0.54094 1.19008 4.74681
C -0.87114 2.58757 4.15848
C -0.72633 3.76828 5.23677
N -1.61485 3.41619 6.40459
O -1.44404 4.42220 7.40685
C 0.74132 3.94405 5.58151
C -1.34800 5.13718 4.71201
C -0.16398 2.01177 7.91902
H -2.83776 2.73862 8.66305
H -2.65807 0.98014 8.59793
H -3.57974 1.86787 7.32726
H -1.45636 0.01981 6.40814
H -2.56874 0.96773 5.52960
H -0.61587 0.41566 4.01393
H 0.46626 1.09968 5.19168
H -1.91975 2.63888 3.83163
H -0.34994 2.81254 3.25361
H 0.87661 4.48017 6.55303
H 1.24185 2.98597 5.57154
H 1.25634 4.64580 4.90941
H -2.42788 5.08149 4.71862
H -1.17165 5.92649 5.45617
H -0.96260 5.42272 3.75487
H -0.30851 2.45487 8.86304
H 0.71908 2.46433 7.50183
H 0.13676 0.94349 8.05678
H -2.29776 4.86057 7.52621
C 4.03897 -2.52253 -3.67316
C 4.56811 -1.10808 -3.96913
C 6.00993 -1.06721 -4.33369
C 6.23850 -1.65239 -5.73779
C 5.54919 -0.65238 -6.72267
C 4.00733 -0.65979 -6.50496
N 3.83799 -0.38831 -5.05720
O 2.38695 -0.40831 -4.82558
C 3.38913 0.47680 -7.25989
C 3.27782 -1.97313 -6.98307
C 4.31103 -0.30050 -2.64941
H 4.35137 -3.31434 -4.38049
H 2.96694 -2.52247 -3.59090
H 4.37525 -2.79159 -2.68094
H 6.30748 -0.01638 -4.29140
H 6.64328 -1.53623 -3.56998
H 5.70709 -2.59135 -5.82798
H 7.30117 -1.76472 -5.94665
H 5.89929 -0.81093 -7.75438
H 5.78696 0.30966 -6.33255
H 3.47212 0.32051 -8.35544
H 2.31269 0.53458 -7.03476
H 3.82896 1.45855 -6.93624
H 3.51361 -2.24825 -7.99373
H 3.64757 -2.83525 -6.41447
H 2.17891 -1.86734 -6.84577
H 4.92401 -0.72518 -1.86145
H 3.30187 -0.43454 -2.30948
H 4.56825 0.76824 -2.75106
H 2.38364 0.50462 -4.44785
C 5.98511 4.15217 4.15022
C 5.71597 2.86181 4.90505
C 4.66761 3.08920 6.02155
C 4.22077 1.76617 6.67607
C 3.60798 0.87946 5.58100
C 4.51941 0.62071 4.38461
N 5.15008 1.91990 3.98759
O 5.94819 1.73455 2.80166
C 5.64938 -0.36226 4.67363
C 3.64837 0.09665 3.20999
C 6.99150 2.33305 5.52769
H 5.07754 4.75199 4.05970
H 6.36978 3.92397 3.17011
H 6.68715 4.73658 4.75162
H 5.09808 3.68234 6.81774
H 3.81063 3.61258 5.58334
H 3.58375 2.01337 7.52322
H 5.11250 1.19033 7.08756
H 2.69349 1.38638 5.21173
H 3.23208 -0.11301 5.86335
H 6.14329 -0.18698 5.59138
H 5.44765 -1.42003 4.64422
H 6.37127 -0.22182 3.89137
H 2.94907 0.82746 2.86927
H 4.31670 -0.23280 2.42328
H 3.09464 -0.79016 3.52511
H 6.90471 1.54080 6.27161
H 7.44372 3.15602 6.13208
H 7.70847 1.92484 4.84324
H 5.32799 2.05711 2.09723
C 3.19015 6.59625 -0.94374
C 3.09715 5.97892 -2.38964
C 4.27182 4.95652 -2.50667
C 4.23266 4.16226 -3.77976
C 2.96674 3.31564 -3.66292
C 1.73686 4.26241 -3.65740
N 1.85377 5.23272 -2.45591
O 0.80349 6.16303 -2.41148
C 1.47409 4.93114 -5.00846
C 0.56311 3.27290 -3.28583
C 3.26614 7.12560 -3.36485
H 2.75245 5.86896 -0.25366
H 2.67188 7.54166 -0.85598
H 4.20895 6.85937 -0.70219
H 5.24317 5.48613 -2.48329
H 4.11785 4.22876 -1.72581
H 5.11714 3.55920 -4.02253
H 4.11572 4.85140 -4.64826
H 2.92677 2.69524 -2.72350
H 2.87281 2.66043 -4.53473
H 0.68544 5.68153 -4.96061
H 2.35321 5.43105 -5.37770
H 1.20675 4.21216 -5.76228
H 0.67088 2.91110 -2.25623
H -0.45245 3.66010 -3.29290
H 0.57715 2.37573 -3.92219
H 4.08946 7.77101 -3.08754
H 2.40977 7.75448 -3.23033
H 3.36958 6.90653 -4.42106
H 0.23860 5.89265 -1.67149
C -5.51846 7.27691 0.92674
C -4.12525 6.57986 0.86300
C -3.74726 5.80535 2.22613
C -4.65162 4.56614 2.40754
C -4.38139 3.61922 1.22675
C -4.77427 4.25026 -0.07955
N -4.04867 5.59728 -0.21748
O -4.48231 6.23216 -1.45916
C -4.24239 3.38108 -1.20601
C -6.28053 4.31895 -0.24552
C -3.03126 7.57342 0.70180
H -6.37465 6.59862 0.84582
H -5.68657 7.98735 0.09604
H -5.65570 7.87304 1.83073
H -2.72756 5.48436 1.97081
H -3.64757 6.48641 3.04966
H -5.69444 4.86131 2.34113
H -4.55499 4.06570 3.37525
H -4.91196 2.64516 1.37897
H -3.30610 3.45014 1.14898
H -4.61552 2.35201 -1.16154
H -4.50392 3.74028 -2.20957
H -3.15221 3.26547 -1.21416
H -6.64513 4.87149 -1.12140
H -6.71041 3.33591 -0.31369
H -6.84353 4.68450 0.62599
H -2.02901 7.15595 0.78150
H -3.20494 8.29395 1.46052
H -3.04106 8.15666 -0.24103
H -3.77224 6.08483 -2.09875
C -3.43605 3.45205 -5.06454
C -3.45944 2.52436 -6.31210
C -2.00246 2.18829 -6.80659
C -1.26925 1.35007 -5.77322
C -1.97172 0.00963 -5.66826
C -3.48537 0.17559 -5.18061
N -4.10596 1.23006 -6.01473
O -5.46470 1.42954 -5.61549
C -4.32862 -1.08442 -5.39250
C -3.62351 0.50505 -3.64866
C -4.28792 3.23036 -7.39462
H -2.75164 3.04657 -4.31181
H -4.41768 3.50202 -4.59886
H -3.10074 4.46870 -5.32244
H -2.07891 1.68855 -7.74741
H -1.53506 3.17181 -6.84466
H -1.32490 1.86703 -4.82831
H -0.21298 1.19623 -6.07026
H -1.40853 -0.65923 -5.02452
H -1.84006 -0.47542 -6.62412
H -3.87107 -1.96054 -4.91885
H -5.32481 -0.96178 -4.89712
H -4.42786 -1.29589 -6.47906
H -2.82339 1.17746 -3.29560
H -4.55278 1.05959 -3.41270
H -3.59160 -0.42733 -3.02789
H -3.75182 4.06080 -7.78814
H -5.20990 3.64285 -6.95039
H -4.61347 2.45890 -8.12871
H -5.95985 1.17493 -6.38322
```